(1)
{
  "formula": "C48H70N10O4S2",
  "method": "ωB97M-V/def2-TZVPD",
  "smiles": "O=S1(=O)CCCC1.O=S1(=O)CCCC1.c1cc[nH]c1.c1cc[nH]c1.c1cc[nH]c1.c1cc[nH]c1.c1cc[nH]c1.c1cc[nH]c1.c1cc[nH]c1.c1cc[nH]c1.CCCC#N.CCCC#N",
  "total_energy_ev": -95664.9274,
  "molar_mass_g_mol": 915.3,
  "e_homo_ev": -7.2205,
  "gap_ev": 7.5,
  "species": ["C", "C", "C", "C", "N", "H", "H", "H", "H", "H", "H", "H", "C", "C", "C", "C", "N", "H", "H", "H", "H", "H", "H", "H", "C", "C", "C", "S", "O", "O", "C", "H", "H", "H", "H", "H", "H", "H", "H", "C", "C", "C", "S", "O", "O", "C", "H", "H", "H", "H", "H", "H", "H", "H", "N", "C", "C", "C", "C", "H", "H", "H", "H", "H", "N", "C", "C", "C", "C", "H", "H", "H", "H", "H", "N", "C", "C", "C", "C", "H", "H", "H", "H", "H", "N", "C", "C", "C", "C", "H", "H", "H", "H", "H", "N", "C", "C", "C", "C", "H", "H", "H", "H", "H", "N", "C", "C", "C", "C", "H", "H", "H", "H", "H", "N", "C", "C", "C", "C", "H", "H", "H", "H", "H", "N", "C", "C", "C", "C", "H", "H", "H", "H", "H"],
  "xyz": [[-4.26, -3.16, 1.89], [-2.88, -3.33, 2.26], [-2.43, -2.58, 3.53], [-1.08, -2.81, 4.05], [0.09, -2.90, 4.42], [-4.59, -2.15, 2.15], [-4.93, -3.81, 2.46], [-4.34, -3.36, 0.83], [-2.21, -3.03, 1.45], [-2.63, -4.39, 2.35], [-2.89, -3.01, 4.43], [-2.53, -1.50, 3.42], [-6.34, 0.29, 0.49], [-6.31, 1.45, 1.54], [-5.33, 2.60, 1.41], [-3.94, 2.07, 1.36], [-2.88, 1.62, 1.30], [-7.16, -0.40, 0.68], [-5.39, -0.20, 0.67], [-6.52, 0.69, -0.51], [-6.21, 1.13, 2.57], [-7.32, 1.85, 1.62], [-5.52, 3.33, 2.20], [-5.45, 3.16, 0.48], [1.00, -4.37, -0.40], [0.62, -4.96, 0.95], [1.84, -5.43, 1.73], [2.97, -6.05, 0.55], [2.46, -7.35, 0.01], [4.32, -5.81, 0.94], [2.48, -4.77, -0.74], [0.85, -3.29, -0.31], [0.31, -4.50, -1.23], [-0.19, -5.68, 0.86], [0.27, -4.20, 1.64], [1.81, -6.09, 2.60], [2.29, -4.51, 2.09], [2.38, -5.19, -1.74], [2.98, -3.81, -0.63], [1.85, 1.48, 0.10], [2.33, 0.58, -1.06], [1.64, -0.85, -0.96], [0.09, -0.57, -0.04], [0.10, -1.35, 1.25], [-1.08, -0.67, -0.90], [0.44, 1.30, 0.31], [2.14, 2.52, -0.06], [2.53, 1.22, 0.91], [3.41, 0.73, -1.12], [1.98, 1.02, -1.99], [2.27, -1.63, -0.54], [1.47, -1.33, -1.93], [-0.10, 1.70, 1.17], [-0.12, 1.77, -0.50], [2.56, 6.34, -2.15], [2.83, 7.04, -0.99], [3.57, 6.22, -0.11], [3.68, 4.93, -0.72], [2.91, 5.02, -1.95], [2.04, 6.70, -2.94], [2.57, 8.09, -0.93], [3.86, 6.43, 0.91], [4.15, 4.13, -0.16], [2.90, 4.30, -2.76], [-0.42, -1.57, -4.36], [0.32, -0.79, -5.16], [0.93, -1.50, -6.12], [0.58, -2.83, -5.80], [-0.35, -2.90, -4.78], [-0.98, -1.25, -3.58], [0.56, 0.26, -5.05], [1.75, -1.21, -6.75], [1.00, -3.64, -6.38], [-0.90, -3.70, -4.30], [-1.63, 3.77, -5.48], [-2.69, 3.47, -4.59], [-2.16, 2.78, -3.54], [-0.81, 2.57, -3.72], [-0.47, 3.12, -4.98], [-1.77, 4.10, -6.43], [-3.70, 3.77, -4.84], [-2.57, 2.40, -2.62], [-0.21, 1.90, -3.13], [0.35, 3.00, -5.67], [-4.37, -0.61, -4.20], [-5.13, -1.30, -5.05], [-5.01, -2.60, -4.68], [-4.26, -2.68, -3.57], [-3.86, -1.35, -3.22], [-4.28, 0.39, -4.30], [-5.69, -0.72, -5.77], [-5.55, -3.42, -5.13], [-3.85, -3.55, -3.09], [-3.13, -0.94, -2.54], [2.60, -1.31, 4.59], [3.83, -1.87, 4.42], [4.65, -1.01, 3.70], [3.94, 0.17, 3.57], [2.70, -0.11, 4.08], [1.81, -1.76, 5.04], [4.07, -2.89, 4.71], [5.70, -1.13, 3.49], [4.29, 1.07, 3.08], [1.91, 0.63, 4.13], [6.03, -3.45, 0.99], [5.19, -2.30, 0.96], [6.07, -1.26, 0.72], [7.31, -1.78, 0.34], [7.31, -3.16, 0.46], [5.76, -4.38, 1.26], [4.13, -2.31, 1.18], [5.93, -0.20, 0.78], [8.11, -1.12, 0.02], [8.00, -3.97, 0.29], [-1.13, 0.81, 4.15], [-0.67, 0.30, 5.30], [-0.07, 1.33, 6.05], [-0.27, 2.46, 5.33], [-0.83, 2.19, 4.07], [-1.45, 0.23, 3.38], [-0.85, -0.72, 5.62], [0.43, 1.32, 7.01], [0.04, 3.47, 5.57], [-0.91, 2.84, 3.21], [0.11, 5.20, -0.02], [-0.11, 5.88, 1.16], [-1.43, 5.71, 1.47], [-2.02, 4.78, 0.48], [-0.98, 4.53, -0.40], [0.94, 5.15, -0.60], [0.73, 6.48, 1.50], [-1.89, 6.16, 2.33], [-3.03, 4.38, 0.55], [-0.95, 4.05, -1.37]]
}



(2)
{
  "formula": "C48H72O40Rb2S",
  "method": "ωB97M-V/def2-TZVPD",
  "relative_energy_kcal_mol": 0.0,
  "total_energy_ev": -144995.1819,
  "molar_mass_g_mol": 1492.1,
  "e_homo_ev": -8.8393,
  "gap_ev": 8.4,
  "species": ["Rb", "Rb", "S", "O", "O", "O", "O", "C", "C", "C", "O", "C", "O", "O", "H", "H", "H", "H", "H", "H", "C", "C", "C", "O", "C", "O", "O", "H", "H", "H", "H", "H", "H", "C", "C", "C", "O", "C", "O", "O", "H", "H", "H", "H", "H", "H", "C", "C", "C", "O", "C", "O", "O", "H", "H", "H", "H", "H", "H", "C", "C", "C", "O", "C", "O", "O", "H", "H", "H", "H", "H", "H", "C", "C", "C", "O", "C", "O", "O", "H", "H", "H", "H", "H", "H", "C", "C", "C", "O", "C", "O", "O", "H", "H", "H", "H", "H", "H", "C", "C", "C", "O", "C", "O", "O", "H", "H", "H", "H", "H", "H", "C", "C", "C", "O", "C", "O", "O", "H", "H", "H", "H", "H", "H", "C", "C", "C", "O", "C", "O", "O", "H", "H", "H", "H", "H", "H", "C", "C", "C", "O", "C", "O", "O", "H", "H", "H", "H", "H", "H", "C", "C", "C", "O", "C", "O", "O", "H", "H", "H", "H", "H", "H"],
  "xyz": [[19.55, 10.57, 5.60], [21.28, 6.31, 3.59], [19.99, 9.46, 2.54], [20.93, 9.27, 3.62], [18.83, 10.19, 3.06], [20.61, 10.24, 1.51], [19.61, 8.14, 2.07], [23.52, 15.76, 8.07], [22.93, 14.96, 6.95], [23.97, 14.47, 5.98], [23.55, 13.10, 5.84], [22.60, 12.78, 6.73], [22.06, 11.66, 6.80], [22.36, 13.82, 7.51], [24.17, 16.57, 7.74], [24.04, 15.12, 8.79], [22.75, 16.25, 8.67], [22.26, 15.65, 6.42], [25.00, 14.55, 6.30], [23.88, 14.89, 4.98], [14.61, 6.80, 2.94], [16.15, 6.98, 2.82], [16.88, 7.32, 4.11], [17.80, 6.25, 4.15], [17.55, 5.27, 3.29], [18.05, 4.19, 3.37], [16.59, 5.67, 2.49], [14.15, 7.78, 2.84], [14.35, 6.36, 3.90], [14.12, 6.13, 2.24], [16.46, 7.75, 2.11], [16.21, 7.42, 4.96], [17.54, 8.18, 3.99], [16.93, 12.66, 3.92], [15.72, 12.24, 3.03], [15.68, 10.72, 2.55], [14.36, 10.41, 2.79], [13.78, 11.31, 3.60], [12.60, 11.31, 4.01], [14.63, 12.28, 3.87], [17.88, 12.76, 3.38], [16.97, 11.90, 4.70], [16.76, 13.63, 4.39], [15.55, 12.93, 2.21], [16.34, 10.12, 3.18], [16.01, 10.70, 1.51], [22.96, 13.95, 1.74], [21.48, 14.00, 2.17], [20.97, 12.80, 2.94], [20.36, 13.37, 4.12], [20.58, 14.70, 4.16], [20.25, 15.40, 5.09], [21.23, 15.07, 3.04], [23.18, 14.90, 1.24], [23.18, 13.07, 1.14], [23.55, 13.96, 2.65], [20.79, 14.11, 1.33], [21.70, 12.01, 3.11], [20.09, 12.41, 2.42], [15.68, 8.83, -0.63], [17.20, 8.40, -0.74], [17.55, 6.97, -0.65], [18.12, 6.68, -1.90], [18.16, 7.74, -2.68], [18.68, 7.69, -3.77], [17.59, 8.75, -2.08], [15.23, 8.29, 0.20], [15.27, 8.32, -1.50], [15.44, 9.89, -0.66], [17.81, 8.87, 0.03], [16.64, 6.38, -0.50], [18.28, 6.81, 0.15], [23.81, 9.95, 2.80], [24.12, 10.68, 4.03], [24.81, 9.94, 5.16], [25.95, 10.76, 5.34], [25.96, 11.81, 4.53], [26.78, 12.71, 4.45], [24.95, 11.75, 3.69], [23.16, 10.58, 2.20], [23.34, 8.97, 2.92], [24.73, 9.81, 2.23], [23.14, 10.95, 4.43], [25.03, 8.90, 4.93], [24.30, 9.97, 6.12], [16.95, 11.20, 11.72], [16.12, 10.51, 10.61], [15.16, 11.39, 9.88], [15.42, 10.94, 8.50], [16.56, 10.23, 8.44], [17.13, 9.83, 7.41], [17.04, 10.04, 9.65], [17.78, 11.75, 11.27], [17.34, 10.42, 12.37], [16.36, 11.86, 12.37], [15.59, 9.70, 11.11], [15.42, 12.44, 9.97], [14.13, 11.17, 10.15], [20.43, 12.30, -1.37], [19.11, 11.55, -1.36], [18.38, 11.76, -0.03], [17.13, 12.20, -0.47], [17.02, 12.22, -1.77], [16.01, 12.47, -2.34], [18.19, 12.11, -2.33], [21.04, 11.69, -0.71], [20.37, 13.35, -1.08], [20.91, 12.25, -2.35], [19.34, 10.50, -1.53], [18.97, 12.52, 0.49], [18.29, 10.86, 0.58], [18.48, 3.10, -0.33], [19.77, 3.88, -0.63], [20.18, 4.78, 0.56], [21.32, 4.09, 1.01], [21.75, 3.20, 0.12], [22.83, 2.59, 0.13], [20.78, 2.93, -0.79], [17.62, 3.77, -0.34], [18.50, 2.47, 0.56], [18.27, 2.45, -1.18], [19.74, 4.47, -1.54], [19.45, 4.88, 1.36], [20.53, 5.73, 0.16], [27.82, 9.11, 1.99], [27.38, 7.72, 2.54], [27.43, 7.61, 4.07], [26.28, 6.83, 4.39], [25.45, 6.84, 3.40], [24.29, 6.40, 3.43], [26.00, 7.48, 2.27], [27.53, 9.32, 0.96], [28.91, 9.05, 2.05], [27.45, 9.97, 2.54], [28.00, 6.92, 2.13], [27.40, 8.63, 4.47], [28.37, 7.15, 4.39], [20.28, 9.25, 10.77], [21.52, 8.80, 10.01], [21.74, 7.31, 9.95], [21.93, 7.21, 8.51], [21.56, 8.29, 7.82], [21.32, 8.34, 6.61], [21.36, 9.25, 8.68], [20.03, 8.68, 11.66], [19.37, 9.22, 10.16], [20.43, 10.29, 11.07], [22.42, 9.21, 10.48], [20.85, 6.76, 10.26], [22.70, 7.04, 10.38], [24.24, 9.92, -1.15], [23.58, 8.62, -0.64], [22.09, 8.52, -0.90], [21.91, 7.15, -1.17], [23.10, 6.55, -1.43], [23.26, 5.39, -1.77], [24.07, 7.48, -1.29], [23.87, 10.83, -0.67], [24.08, 9.93, -2.22], [25.31, 10.00, -0.95], [23.81, 8.49, 0.42], [21.80, 9.21, -1.70], [21.52, 8.87, -0.04]]
}